87
Properties=species:S:1:pos:R:3:forces:R:3 method="wB97M-V/def2-TZVPD" homo_ev=-10.0 largest_force_ha_per_bohr=0.0394 energy_ha=-1473.89081 smiles=CC(C)O.CC(C)O.CC(C)O.CC(C)O.CCO.CCO.CCO.CCO.O orbital_gap_ev=10.3
C 1.722640 2.997083 -4.542913 -0.04 0.17 0.51
C 1.943652 1.898333 -3.502398 0.79 0.97 -0.61
O 3.300803 2.012475 -3.029106 -0.34 -0.79 0.36
H 2.412967 2.919497 -5.393225 -0.31 -0.04 0.22
H 1.817877 4.000045 -4.084496 0.18 -0.51 -0.16
H 0.678898 2.918952 -4.848792 0.03 0.02 -0.40
H 1.778323 0.925816 -3.962245 -0.08 -0.20 0.09
H 1.216226 2.085418 -2.715981 0.05 -0.29 0.38
H 3.540487 1.193927 -2.550550 -0.26 0.66 -0.36
C -2.350004 -2.941445 -1.908572 -0.03 0.26 -0.04
C -3.484054 -3.789072 -1.321304 0.98 0.79 0.25
O -4.749985 -3.175757 -1.528405 -0.02 -0.27 0.36
H -1.405918 -3.349414 -1.615401 0.78 -0.47 0.37
H -2.334608 -1.914935 -1.550181 -0.30 0.15 0.19
H -2.298284 -2.894140 -2.995672 -0.51 -0.14 -0.11
H -3.278213 -3.919430 -0.232212 -0.24 -0.02 -0.57
H -3.394808 -4.777478 -1.790439 -0.75 0.17 0.09
H -4.874376 -2.504214 -0.833433 0.15 -0.32 -0.47
C 3.485123 3.787531 1.537928 -1.05 -0.23 -0.06
C 3.922410 4.460707 0.219252 0.12 1.03 0.36
O 4.574531 5.731698 0.320424 -0.97 0.40 0.27
H 3.855110 4.155448 2.502173 0.61 0.24 -0.55
H 3.732492 2.718673 1.458210 -0.16 0.22 0.21
H 2.390558 3.869050 1.681132 0.39 -0.16 -0.26
H 3.075976 4.670545 -0.456993 0.30 -0.50 0.35
H 4.657949 3.855973 -0.263146 0.04 -0.99 -0.64
H 5.454705 5.576989 0.632405 0.71 -0.03 0.31
C 0.440661 2.080772 0.262638 -1.58 0.61 0.10
C -0.681000 1.324344 -0.497508 0.99 0.31 0.06
O -1.078321 0.085221 0.068879 -0.03 0.19 -0.19
H 0.422892 3.117674 -0.105732 0.40 -0.28 -0.26
H 1.433154 1.661324 0.203918 0.22 -0.24 -0.24
H 0.176336 2.214823 1.308726 0.00 -0.36 0.27
H -0.335741 1.265883 -1.541143 -0.24 -0.59 0.08
H -1.592681 1.910686 -0.543783 -0.06 0.26 0.23
H -0.387266 -0.587597 0.043032 0.49 -0.11 0.03
C 2.200289 -3.709318 -0.635562 0.97 -1.41 1.08
C 2.138313 -2.252329 -0.344250 -1.44 0.58 1.29
C 2.038607 -1.392634 -1.541312 -0.37 -0.08 -1.25
O 0.930489 -1.938850 0.462902 0.86 -0.39 -0.36
H 3.107479 -3.896841 -1.215416 -0.18 -0.13 -0.29
H 1.322614 -4.162484 -1.115018 0.18 0.51 -0.04
H 2.383824 -4.275228 0.314595 -0.32 0.39 -0.62
H 3.009066 -1.881247 0.201817 0.10 -0.48 0.35
H 1.165955 -1.661089 -2.135637 -0.19 0.01 -0.04
H 2.898920 -1.495741 -2.207192 0.11 0.06 0.20
H 1.925379 -0.376832 -1.220370 0.02 0.78 0.01
H 0.849899 -2.566272 1.212855 0.19 0.25 -0.33
C 1.592082 1.391905 4.145265 -0.43 0.12 0.43
C 1.668061 -0.022189 3.624814 0.29 -0.27 -0.22
C 2.977840 -0.654621 4.050549 -0.08 -0.68 0.35
O 0.631162 -0.825150 4.161372 -0.51 0.93 0.99
H 0.629948 1.867898 3.920229 0.38 0.11 -0.51
H 2.485380 1.955962 3.824377 -0.66 0.00 -0.03
H 1.579252 1.372056 5.232022 0.32 -0.14 0.29
H 1.549282 -0.027712 2.544207 0.21 0.13 -0.35
H 2.892869 -0.813536 5.135807 0.19 0.06 -0.23
H 3.875260 -0.076935 3.852180 0.05 0.15 -0.20
H 3.061441 -1.646790 3.592863 0.17 0.11 0.02
H 0.403301 -1.544166 3.584705 0.08 -0.60 -0.60
C -1.658722 -4.716259 3.581149 -0.83 -0.69 0.78
C -1.208581 -3.780899 2.518660 1.38 0.52 -0.15
C -1.942252 -2.456943 2.490004 -0.19 -0.58 -0.92
O 0.226216 -3.500479 2.779737 -0.73 0.48 -0.61
H -0.923127 -5.486342 3.872665 -0.12 0.29 -0.36
H -2.523608 -5.251233 3.199557 -0.27 -0.15 0.21
H -1.955897 -4.189352 4.500458 0.12 -0.08 -0.28
H -1.283407 -4.236076 1.524265 0.22 -0.10 0.12
H -2.027236 -2.049303 3.477641 -0.06 0.47 0.42
H -2.917750 -2.556695 2.013295 -0.32 -0.31 0.45
H -1.477432 -1.779093 1.788178 0.60 0.37 0.18
H 0.542920 -4.155938 3.402315 0.14 -0.08 0.05
C -4.244818 3.352270 -2.221791 -0.87 1.14 0.85
C -3.244023 2.606585 -3.030609 -0.76 0.37 -0.45
C -3.393310 1.101213 -3.044859 0.25 -0.02 -0.26
O -3.466553 3.108927 -4.367042 0.99 -1.46 -0.67
H -4.190970 4.400032 -2.531422 0.17 0.03 0.18
H -4.066968 3.321924 -1.148551 0.23 -0.13 0.11
H -5.299771 3.111969 -2.355429 0.10 -0.58 -0.33
H -2.262869 2.953952 -2.673532 0.12 -0.44 -0.22
H -3.292115 0.650648 -2.072935 0.23 -0.08 0.58
H -2.583320 0.716324 -3.684769 -0.38 -0.30 0.07
H -4.387848 0.786849 -3.401198 0.42 0.29 -0.18
H -3.116755 2.386847 -4.946370 -0.48 1.15 0.36
O -3.756220 0.015597 0.681522 -0.42 0.06 0.13
H -3.846753 0.821844 1.208005 0.10 -0.32 -0.16
H -2.804054 -0.129634 0.570163 0.18 0.25 -0.04



105
Properties=species:S:1:pos:R:3:forces:R:3 method="wB97M-V/def2-TZVPD" homo_ev="-12.9 / -13.4" largest_force_ha_per_bohr=0.0183 total_charge=+2 multiplicity=5 energy_ha=-4964.57940 orbital_gap_ev="6.9 / 5.6"
Co -0.171026 0.505808 -0.460210 -0.14 0.30 -0.11
C -0.665835 -2.307881 -2.120778 0.04 -0.08 0.01
O -1.016276 -1.525462 -0.970082 -0.19 -0.03 0.13
C -2.162564 -1.808483 -0.306466 0.14 -0.03 -0.15
C -3.062889 -2.798942 -0.675364 0.11 0.09 0.02
C -4.166626 -3.036810 0.125797 0.03 -0.01 -0.04
C -4.392129 -2.299769 1.291122 0.04 0.10 0.07
C -3.517436 -1.305144 1.651207 -0.06 -0.03 -0.03
C -2.390986 -1.033090 0.852678 0.02 0.07 0.05
N -1.487612 -0.022630 1.108899 0.04 -0.04 0.13
N -1.620606 0.521396 2.275959 -0.19 -0.18 -0.17
C -0.973474 1.621410 2.642121 0.07 0.04 -0.04
C -0.226286 2.513397 1.729310 -0.12 0.10 -0.73
O -0.216782 2.325043 0.477746 0.37 -0.03 0.87
C 0.442988 3.654481 2.289604 -0.10 -0.03 -0.12
C 0.352067 3.930326 3.606385 0.02 -0.03 -0.10
C -0.417310 3.123609 4.520225 -0.06 -0.04 0.04
C -0.505515 3.470283 5.865467 -0.01 -0.05 -0.08
C -1.257987 2.701378 6.738364 -0.02 -0.03 0.00
C -1.927334 1.575627 6.269414 0.00 0.02 0.02
C -1.845872 1.214787 4.937730 0.01 -0.02 0.01
C -1.090697 1.980416 4.040027 0.06 0.04 0.06
H -1.354725 -2.095650 -2.938879 0.02 -0.01 0.00
H -0.678309 -3.367003 -1.864214 0.00 0.02 -0.01
H 0.345466 -2.005068 -2.377942 -0.12 -0.05 0.03
H -2.908145 -3.387833 -1.564417 0.03 -0.03 -0.06
H -4.862702 -3.813016 -0.158452 -0.02 -0.03 -0.01
H -5.258090 -2.510337 1.900696 -0.03 0.00 0.03
H -3.682197 -0.705432 2.532148 -0.01 0.02 0.04
H 1.000651 4.276226 1.602532 0.01 0.01 -0.01
H 0.863788 4.794126 4.012354 0.02 0.04 -0.01
H 0.019032 4.344815 6.225077 0.02 0.04 0.00
H -1.323713 2.977149 7.781226 0.00 0.00 0.02
H -2.516105 0.976695 6.950186 0.00 -0.01 0.01
H -2.364475 0.338122 4.580950 0.00 -0.02 -0.01
S 1.993363 -0.382693 -0.587511 0.05 -0.09 0.14
Sb 3.103020 0.072551 -2.564192 -0.03 -0.02 -0.06
C 2.323802 -1.022198 -4.181243 -0.02 0.08 -0.01
C 1.005538 -0.867297 -4.601886 -0.01 0.08 -0.03
C 0.545294 -1.578127 -5.698761 0.03 0.00 0.01
C 1.396828 -2.441740 -6.374226 -0.01 -0.01 -0.01
C 2.708390 -2.596102 -5.955119 0.01 -0.01 0.01
C 3.177308 -1.886368 -4.858859 0.05 -0.01 0.04
C 3.221263 2.070996 -3.195070 -0.03 -0.05 -0.01
C 4.218960 2.908693 -2.706025 0.04 -0.02 0.10
C 4.351281 4.189762 -3.221059 -0.02 0.01 0.03
C 3.476720 4.640132 -4.199365 0.01 -0.02 0.02
C 2.472063 3.810019 -4.672385 -0.01 -0.02 -0.02
C 2.347608 2.519193 -4.181362 -0.03 -0.05 -0.05
C 5.023523 -0.695077 -2.251960 -0.08 -0.04 0.05
C 5.110258 -1.906059 -1.568888 -0.01 0.00 0.07
C 6.350202 -2.492041 -1.371684 0.00 0.01 0.00
C 7.495644 -1.869442 -1.848156 -0.01 -0.01 0.00
C 7.405803 -0.665295 -2.529078 0.00 0.01 0.00
C 6.167907 -0.074549 -2.737599 -0.02 0.05 -0.13
H 0.332701 -0.192598 -4.084648 0.05 -0.03 -0.06
H -0.475561 -1.453751 -6.030442 -0.06 0.02 -0.02
H 1.037051 -2.992930 -7.231396 -0.01 -0.02 -0.03
H 3.371063 -3.268244 -6.480537 0.03 -0.03 -0.02
H 4.203540 -2.015131 -4.539049 0.04 0.00 0.01
H 4.902989 2.569772 -1.937093 0.01 -0.02 0.01
H 5.141869 4.833117 -2.861117 0.03 0.03 0.02
H 3.585135 5.637537 -4.599207 0.01 0.07 -0.03
H 1.795761 4.157246 -5.441057 -0.02 0.02 -0.03
H 1.577410 1.871792 -4.582223 0.01 -0.01 0.02
H 4.221262 -2.388234 -1.179300 0.00 0.01 0.00
H 6.422401 -3.431932 -0.843336 0.00 -0.03 0.02
H 8.461931 -2.326697 -1.689822 0.03 -0.02 0.01
H 8.298553 -0.184805 -2.903200 0.03 0.02 -0.01
H 6.109253 0.852933 -3.292017 -0.02 0.05 0.00
S -0.930513 1.349634 -2.528239 -0.06 0.09 0.04
Sb -1.736630 3.440361 -1.950607 0.04 0.03 0.01
C -2.782904 4.192507 -3.599076 -0.01 -0.08 0.03
C -3.924156 3.527318 -4.037656 -0.03 -0.03 0.06
C -4.611615 4.005470 -5.140571 -0.02 -0.01 0.00
C -4.158381 5.138412 -5.802124 0.01 0.01 0.00
C -3.017848 5.795583 -5.366750 -0.02 0.00 -0.01
C -2.323354 5.323709 -4.262482 0.04 0.00 0.00
C -3.068107 3.197567 -0.342564 0.00 0.02 -0.04
C -3.165526 4.155317 0.660947 0.10 0.01 0.03
C -4.064909 3.971559 1.700540 -0.01 0.00 0.01
C -4.876765 2.846148 1.726073 -0.01 0.01 0.01
C -4.781385 1.895315 0.721299 0.00 -0.05 0.03
C -3.867131 2.061103 -0.308766 -0.01 -0.02 -0.11
C -0.337941 4.923384 -1.457181 -0.03 -0.09 -0.02
C 1.021155 4.648316 -1.390182 0.01 -0.12 0.08
C 1.899338 5.654090 -1.015944 0.00 0.01 0.00
C 1.425864 6.924738 -0.720711 0.01 0.00 -0.01
C 0.070282 7.202219 -0.808240 0.00 0.00 -0.01
C -0.814536 6.201392 -1.179900 -0.09 0.04 0.01
H -4.282753 2.640788 -3.526407 0.00 0.01 0.00
H -5.501957 3.497053 -5.483408 -0.01 -0.01 -0.01
H -4.697449 5.509340 -6.661656 -0.03 0.02 -0.04
H -2.668467 6.677117 -5.885072 0.02 0.03 -0.02
H -1.430841 5.838160 -3.930288 0.03 0.02 0.02
H -2.537287 5.037409 0.652667 0.01 0.02 -0.02
H -4.141816 4.714591 2.482046 0.00 0.03 0.03
H -5.592650 2.717520 2.525638 -0.03 -0.01 0.03
H -5.422540 1.024936 0.734603 -0.02 -0.04 0.00
H -3.782631 1.306475 -1.084628 -0.01 0.00 0.02
H 1.394168 3.654345 -1.608808 0.01 -0.01 -0.02
H 2.956600 5.444720 -0.955196 0.08 -0.03 -0.01
H 2.116193 7.703469 -0.429731 0.04 0.04 0.01
H -0.299088 8.194129 -0.591939 -0.02 0.05 0.01
H -1.870282 6.433021 -1.257759 -0.05 0.00 -0.01



20
Properties=species:S:1:pos:R:3:forces:R:3 method="wB97M-V/def2-TZVPD" homo_ev=-7.2 largest_force_ha_per_bohr=0.0881 energy_ha=-436.50460 smiles="C=NC(N)=O.C=CNC" orbital_gap_ev=7.7
C -0.918352 -1.038006 1.903371 0.02 -0.31 -0.45
N -0.965353 -0.276908 0.672613 1.11 0.70 -2.63
C 1.016021 0.980836 0.515354 2.72 0.46 -0.71
N 0.524254 2.271457 0.475404 -0.46 -0.32 0.18
O 1.753908 0.574447 1.398855 -1.03 -0.12 -0.26
H -1.785171 0.314271 0.569771 0.16 -0.44 -0.05
H -0.240260 2.425948 -0.165801 0.05 0.00 0.01
H 0.360437 2.639253 1.401173 0.03 0.09 -0.03
H 0.088875 -1.439569 2.046258 -0.13 0.01 -0.02
H -1.652873 -1.849982 1.904753 0.09 -0.14 0.14
H -1.125875 -0.381689 2.752712 0.02 0.02 -0.16
C -0.533989 -0.880096 -0.676227 -3.84 -1.54 1.84
C 2.041509 0.234533 -1.526744 -0.84 0.32 1.29
C -1.267905 -0.824418 -1.826625 0.19 0.01 1.00
N 1.000562 0.388534 -0.815409 1.14 0.99 0.32
H -0.032057 -1.819315 -0.447110 0.32 0.24 -0.17
H 1.908513 -0.198001 -2.523621 0.14 -0.04 0.22
H 3.017944 0.509846 -1.117863 0.06 -0.01 -0.40
H -1.835919 0.064402 -2.078836 -0.22 -0.15 0.07
H -1.354270 -1.695545 -2.462030 0.47 0.23 -0.20



82
Properties=species:S:1:pos:R:3:forces:R:3 method="wB97M-V/def2-TZVPD" homo_ev="-13.6 / -13.7" largest_force_ha_per_bohr=0.0311 total_charge=+2 multiplicity=2 energy_ha=-5465.06515 orbital_gap_ev="7.0 / 7.0"
W 0.639177 0.420161 0.272441 0.55 1.10 -1.03
C 3.319398 2.120614 1.018278 0.00 -0.03 -0.03
N 2.526084 0.998126 1.625635 -0.02 0.03 0.13
C 2.169107 1.314551 3.049418 -0.01 0.13 -0.05
C 1.497459 2.664736 3.278400 -0.01 -0.05 0.00
C 0.642484 3.135014 2.118783 -0.06 0.03 -0.02
N -0.203364 2.032457 1.640067 0.05 -0.18 -0.10
C -1.455257 2.159762 1.930251 -0.06 -0.11 0.14
C -2.512972 1.236058 1.654637 -0.01 0.08 0.04
C -3.846619 1.572066 1.915179 -0.05 0.00 0.00
C -4.839536 0.637513 1.711105 0.02 0.01 0.00
C -4.505607 -0.644535 1.266418 0.02 0.00 0.00
C -3.190103 -1.001274 1.021535 -0.04 -0.03 -0.01
C -2.205368 -0.046767 1.214969 0.10 -0.07 0.04
O -0.912462 -0.335445 0.997977 -0.30 -0.42 0.20
C 3.511624 -0.133035 1.709967 -0.05 -0.09 0.10
C 3.001752 -1.400025 2.385773 0.03 0.00 -0.03
C 1.672214 -1.864422 1.792074 -0.11 -0.11 0.02
N 1.630028 -1.405209 0.393238 -0.07 -0.22 0.14
C 2.337602 -2.032964 -0.490090 0.06 0.05 -0.04
C 2.773067 -1.469302 -1.722168 0.01 -0.02 0.05
C 3.446152 -2.279224 -2.658327 -0.01 -0.03 0.00
C 4.010922 -1.729009 -3.779248 0.00 0.03 -0.01
C 3.947538 -0.340901 -3.965057 0.00 -0.04 0.01
C 3.314173 0.476994 -3.053828 -0.03 0.05 0.01
C 2.699541 -0.073760 -1.928817 0.07 -0.02 -0.08
O 2.105528 0.739831 -1.058913 -0.21 -0.36 0.46
H 3.779744 2.712077 1.809186 0.02 0.00 0.01
H 2.716629 2.750002 0.377028 -0.06 0.06 0.02
H 4.102341 1.702357 0.393206 0.00 0.02 0.00
H 3.095318 1.280537 3.628287 -0.03 -0.03 0.05
H 1.527100 0.513734 3.413928 -0.03 -0.02 -0.07
H 2.223886 3.436888 3.530411 0.02 0.01 -0.08
H 0.848294 2.554029 4.149757 0.07 0.03 0.06
H 1.225603 3.513169 1.287223 0.08 -0.01 -0.06
H 0.013144 3.960952 2.450475 -0.02 0.00 -0.03
H -1.753405 3.065459 2.457308 0.00 0.00 0.01
H -4.087461 2.565727 2.273542 -0.01 -0.01 0.00
H -5.872796 0.891206 1.901369 0.00 0.00 0.00
H -5.288760 -1.376186 1.114715 0.00 0.00 0.00
H -2.914735 -1.993294 0.691339 -0.01 0.00 0.00
H 4.385708 0.242444 2.247090 0.00 0.00 0.01
H 3.833311 -0.346343 0.693269 0.01 0.01 0.00
H 2.912300 -1.290838 3.466053 -0.01 0.02 0.00
H 3.766531 -2.160474 2.214504 0.01 0.00 0.02
H 0.808244 -1.457869 2.323549 0.06 -0.04 0.00
H 1.552377 -2.947340 1.839713 0.02 -0.01 -0.03
H 2.699202 -3.026441 -0.223867 0.01 0.00 -0.01
H 3.506547 -3.346038 -2.477714 0.01 0.01 -0.01
H 4.516558 -2.352106 -4.502806 0.00 0.00 0.00
H 4.412334 0.099720 -4.837691 0.00 0.00 0.00
H 3.272069 1.549868 -3.188371 0.01 -0.01 -0.01
C -3.079981 -0.212893 -4.817831 0.00 -0.01 0.01
C -3.219629 0.006097 -3.333334 0.03 0.03 -0.03
O -2.325107 1.067241 -2.856576 0.02 -0.01 -0.03
P -0.804407 0.880944 -2.540849 -0.10 0.08 0.06
S -0.373026 2.246470 -1.109975 -0.01 -0.06 0.05
S -0.341140 -0.884147 -1.737858 -0.02 0.20 0.12
O 0.026092 1.081862 -3.848370 0.03 -0.05 -0.07
C 0.049549 2.357841 -4.579299 -0.01 -0.02 0.02
C -0.193580 2.088017 -6.039775 0.02 0.01 0.01
H -3.797939 -0.970633 -5.133307 0.00 0.00 0.00
H -2.081107 -0.565067 -5.078873 -0.01 0.00 -0.01
H -3.293058 0.703637 -5.366836 0.00 0.00 0.00
H -2.997675 -0.894396 -2.759467 -0.01 0.00 0.01
H -4.208590 0.364099 -3.061579 0.00 0.00 -0.01
H 1.037267 2.777072 -4.398736 0.00 0.02 0.02
H -0.701287 3.026475 -4.155658 -0.01 0.00 -0.01
H 0.533892 1.374598 -6.424833 0.00 0.00 0.00
H -0.090139 3.019530 -6.596705 0.00 -0.01 0.00
H -1.195776 1.698191 -6.207148 0.00 0.00 -0.01
Br -0.963539 -0.511756 4.557461 0.04 0.02 0.00
C -1.907807 -2.073719 3.977757 -0.03 0.04 0.07
C -3.160162 -2.308585 4.522244 -0.01 -0.02 -0.03
C -3.819392 -3.448435 4.094835 0.01 0.00 0.00
C -3.203831 -4.279374 3.167005 0.00 0.01 0.01
C -1.946942 -3.934074 2.704671 -0.01 0.00 -0.01
N -1.297716 -2.832980 3.102270 0.04 -0.01 -0.03
H -3.590085 -1.636207 5.249618 0.01 0.00 0.00
H -4.797118 -3.687723 4.491595 0.00 -0.01 -0.01
H -3.681977 -5.184189 2.819481 0.00 0.00 0.00
H -1.428461 -4.561155 1.988856 0.00 0.00 0.00